The following is a DFT calculation (ωB97M-V/def2-TZVPD) of a 2-piece molecular cluster, C2H7N3O overall at a distorted geometry.

Element x y z (Å)
1 H -0.429 2.239 -0.668
2 H 0.049 0.204 -1.233
3 N -0.248 -0.397 -0.401
4 H -1.013 -2.188 -1.036
5 N -0.260 0.331 0.704
6 H -0.508 -1.824 0.850
7 H -1.626 1.866 0.614
8 H 0.676 -2.356 -0.538
9 C -0.266 -1.789 -0.228
10 N 2.096 0.205 0.705
11 O 2.107 -0.397 -0.317
12 H -0.044 2.377 1.146
13 C -0.532 1.729 0.401

Cartesian forces, eV/Å:
H 0.417 -1.644 1.735
H -0.615 -2.078 0.956
N -0.007 3.595 -1.184
H 0.679 0.223 2.087
N 0.430 0.604 -0.757
H -0.154 -1.097 -0.743
H 0.643 -0.021 -0.216
H -0.749 0.946 0.891
C -0.266 -1.863 -2.413
N 0.069 -1.530 -2.734
O 0.824 1.736 2.923
H 0.098 -0.330 -0.428
C -1.369 1.460 -0.116

Results
2S+1	1
E_LUMO (alpha / beta)	0.64 / 0.00	eV
E_HOMO (alpha / beta)	-7.1238 / -8.0985	eV
energy relative to the best compared isomer or geometry (same formula, charge and spin)	152.38	kcal/mol
gap between HOMO and LUMO (alpha / beta)	7.760 / 8.103	eV
charge	0

Table of Löwdin atomic charges, one value per atom, all in e: 0.107 0.155 -0.239 0.109 -0.118 0.093 0.072 0.083 -0.125 0.087 -0.109 0.062 -0.175